C2HClN2O | ωB97M-V with the def2-TZVPD basis set

Computed properties:
net charge = 0
E = -19636.1920 eV
Kohn-Sham gap = 8.59 eV
ΔE to the lowest compared entry with this formula, charge and spin = 3.722 eV

Positions of all 7 atoms, in Å:
N1 0.848171 -0.980903 -0.103387
N2 1.964704 -0.561443 -0.328214
C1 -0.340783 -1.062703 0.019360
O1 -1.749043 2.417847 0.442011
Cl1 -1.654875 -2.049068 0.163542
H1 2.216391 0.156600 0.334271
C2 -1.284563 2.079668 -0.527583

Atomic forces in eV per Å
-3.614 0.255 0.937
1.858 0.200 -0.913
1.378 -0.207 -1.062
0.107 -0.097 -0.212
0.021 -0.234 0.462
0.344 -0.005 0.585
-0.094 0.088 0.203

Atom charges from the Löwdin analysis, given in e for atoms 1 to 5: number 1, N, carries -0.20; number 2, N, carries 0.05; number 3, C, carries -0.60; number 4, O, carries 0.02; number 5, Cl, carries 0.68

C2HClN2O2 | ωB97M-V with the def2-TZVPD basis set

Computed properties:
net charge = 0
E = -21684.1774 eV
Kohn-Sham gap = 9.47 eV
ΔE to the lowest compared entry with this formula, charge and spin = 3.188 eV

Positions of all 8 atoms, in Å:
O1 2.093855 0.966094 1.030696
H1 -0.087365 -0.607833 -0.222159
N1 -1.028113 2.106302 0.993955
O2 -1.380989 1.252514 0.130564
N2 0.136643 2.152338 1.363346
C1 0.146731 0.444069 -0.330331
C2 0.957903 1.163659 0.739991
Cl1 0.489121 0.938648 -1.934951

Atomic forces in eV per Å
0.123 -0.079 -0.050
0.030 0.079 0.082
-0.988 1.466 1.075
2.225 -2.886 -2.240
1.331 0.302 0.707
-2.297 1.611 0.865
-0.438 -0.401 -0.499
0.014 -0.092 0.060

Atom charges from the Löwdin analysis, given in e for atoms 1 to 5: number 1, O, carries 0.14; number 2, H, carries 0.11; number 3, N, carries -0.07; number 4, O, carries -0.07; number 5, N, carries 0.10

C2HClN2O2 | ωB97M-V with the def2-TZVPD basis set

Computed properties:
net charge = 0
E = -21682.9720 eV
Kohn-Sham gap = 11.54 eV
ΔE to the lowest compared entry with this formula, charge and spin = 4.393 eV

Positions of all 8 atoms, in Å:
C1 0.009472 -0.448187 -0.119966
N1 -0.774419 -0.761167 -2.790024
O1 2.237596 0.293533 -0.035375
O2 1.984965 -1.804671 -0.082239
N2 1.608564 -0.699159 -0.059260
H1 -0.099932 0.423273 0.538327
C2 -0.499615 -0.567417 -1.702831
Cl1 -0.875798 -1.812503 0.639929

Atomic forces in eV per Å
-0.752 -1.976 -2.121
-0.379 -0.159 -1.059
1.158 2.318 0.171
0.723 -2.495 0.061
-3.066 0.137 -0.718
-0.414 0.154 -1.204
2.081 1.323 4.989
0.650 0.699 -0.118

Atom charges from the Löwdin analysis, given in e for atoms 1 to 5: number 1, C, carries -0.46; number 2, N, carries 0.14; number 3, O, carries 0.11; number 4, O, carries 0.10; number 5, N, carries -0.46

C2HClNO3 | ωB97M-V with the def2-TZVPD basis set

Computed properties:
net charge = -1
E = -22243.9649 eV
Kohn-Sham gap (spin up / spin down) = 7.08 / 7.08 eV
ΔE to the lowest compared entry with this formula, charge and spin = 5.000 eV

Positions of all 8 atoms, in Å:
H1 -0.067815 -0.248698 0.665523
Cl1 -0.401380 1.075955 -2.630808
N1 0.355764 -1.152252 0.428148
O1 -1.734702 2.344571 -0.797908
C1 -1.461469 1.233582 -1.197849
O2 -1.594719 -2.169676 -1.325849
C2 -1.055877 -1.269740 -0.785089
O3 -1.807104 0.104890 -0.675842

Atomic forces in eV per Å
0.576 0.167 0.509
-0.003 -0.035 -0.194
-4.383 -0.094 -3.846
0.063 -1.300 -0.594
0.230 0.837 0.882
0.098 1.214 -0.056
4.185 -1.013 3.657
-0.766 0.225 -0.357

Atom charges from the Löwdin analysis, given in e for atoms 1 to 5: number 1, H, carries -0.15; number 2, Cl, carries 0.62; number 3, N, carries -0.09; number 4, O, carries 0.00; number 5, C, carries -0.95

C2HClNO3 | ωB97M-V with the def2-TZVPD basis set

Computed properties:
net charge = -1
E = -22247.5021 eV
Kohn-Sham gap = 9.13 eV
ΔE to the lowest compared entry with this formula, charge and spin = 1.462 eV

Positions of all 8 atoms, in Å:
O1 -2.180389 -2.214765 -1.882624
Cl1 -0.254428 1.288414 -0.153007
H1 -0.619746 -0.488946 0.401980
O2 2.584953 1.351568 -0.221278
C1 1.834537 1.531771 0.669944
C2 -1.719098 -1.769951 -0.910681
N1 -1.200540 -1.504073 0.334215
O3 1.554712 1.805982 1.761451

Atomic forces in eV per Å
-0.054 0.290 0.094
-0.639 0.154 -0.627
-1.674 -2.045 -0.814
-0.070 -0.187 -0.299
1.111 0.049 -0.981
3.455 1.410 7.520
-2.008 -0.043 -6.862
-0.120 0.372 1.968

Atom charges from the Löwdin analysis, given in e for atoms 1 to 5: number 1, O, carries 0.09; number 2, Cl, carries 0.11; number 3, H, carries -0.08; number 4, O, carries 0.04; number 5, C, carries -0.81

C2HClNOS2 | ωB97M-V with the def2-TZVPD basis set

Computed properties:
net charge = -1
E = -39820.9761 eV
Kohn-Sham gap = 7.81 eV
ΔE to the lowest compared entry with this formula, charge and spin = 1.725 eV

Positions of all 8 atoms, in Å:
Cl1 0.812566 0.827967 2.281544
N1 0.727065 -0.394681 -0.059780
S1 -1.656352 0.956342 -0.506934
S2 -1.260358 -1.887386 -1.086298
O1 2.879853 0.639207 0.311631
H1 -2.492510 0.061972 -1.140160
C1 1.494250 0.293594 0.697917
C2 -0.504514 -0.497015 -0.497919

Atomic forces in eV per Å
0.549 -0.103 -0.439
-0.934 -0.075 -0.476
0.464 -1.038 -0.361
0.650 -0.130 0.106
-7.799 -1.712 2.896
0.131 0.955 0.386
7.049 1.908 -2.723
-0.110 0.195 0.613

Atom charges from the Löwdin analysis, given in e for atoms 1 to 5: number 1, Cl, carries 0.52; number 2, N, carries -0.06; number 3, S, carries 0.57; number 4, S, carries 0.41; number 5, O, carries -0.28

C2HClO | ωB97M-V with the def2-TZVPD basis set

Computed properties:
net charge = 0
E = -16652.3394 eV
Kohn-Sham gap (spin up / spin down) = 7.52 / 8.85 eV
2S+1 = 3
ΔE to the lowest compared entry with this formula, charge and spin = 3.341 eV

Positions of all 5 atoms, in Å:
Cl1 4.060039 -0.180344 -0.347694
C1 3.031649 0.719859 0.556903
H1 -0.288106 0.018389 -0.225163
O1 0.653524 0.168941 -0.199285
C2 1.283141 -0.233922 0.792590

Atomic forces in eV per Å
1.009 -0.706 -0.731
-2.697 -0.486 0.911
-1.016 -0.622 0.202
0.551 1.145 -1.153
2.153 0.668 0.770

Löwdin charges in e: number 1, Cl, carries 0.50; number 2, C, carries -0.60; number 3, H, carries 0.12; number 4, O, carries 0.00; number 5, C, carries -0.02

C2HClO2 | ωB97M-V with the def2-TZVPD basis set

Computed properties:
net charge = 0
E = -18701.8789 eV
Kohn-Sham gap (spin up / spin down) = 7.74 / 6.97 eV
2S+1 = 3
ΔE to the lowest compared entry with this formula, charge and spin = 2.267 eV

Positions of all 6 atoms, in Å:
C1 -0.205813 0.489668 -0.322395
O1 -0.075335 -1.990005 0.570701
Cl1 1.788300 0.819319 0.541902
C2 -0.127878 -1.074150 -0.134488
H1 -1.003259 0.493776 0.539122
O2 -0.376014 1.261392 -1.194843

Atomic forces in eV per Å
-2.055 -4.940 5.526
0.800 0.950 0.189
0.959 0.806 0.363
-1.190 0.170 -2.210
0.846 0.859 -0.407
0.640 2.156 -3.461

Atom charges from the Löwdin analysis, given in e for atoms 1 to 5: number 1, C, carries -0.66; number 2, O, carries 0.15; number 3, Cl, carries 0.38; number 4, C, carries -0.14; number 5, H, carries 0.16

C2HClO3 | ωB97M-V with the def2-TZVPD basis set

Computed properties:
net charge = 0
E = -20755.5490 eV
Kohn-Sham gap = 11.82 eV
ΔE to the lowest compared entry with this formula, charge and spin = 0.034 eV

Positions of all 7 atoms, in Å:
C1 1.935278 -0.462209 -0.187682
H1 -1.597680 0.200162 1.307670
O1 2.149591 -1.131018 -1.092835
O2 -1.348841 -0.776579 -0.461903
Cl1 -1.360328 1.835208 -0.554132
C2 -1.420527 0.195618 0.219417
O3 1.642509 0.138817 0.769465

Atomic forces in eV per Å
-0.929 0.330 1.568
0.196 0.362 -0.295
0.517 -0.356 -1.023
0.101 0.805 0.838
0.013 -0.661 0.704
-0.282 -0.493 -1.230
0.384 0.012 -0.561

Atom charges from the Löwdin analysis, given in e for atoms 1 to 5: number 1, C, carries -0.42; number 2, H, carries 0.10; number 3, O, carries 0.23; number 4, O, carries 0.01; number 5, Cl, carries 0.55

C2HClO4 | ωB97M-V with the def2-TZVPD basis set

Computed properties:
net charge = 0
E = -22803.3433 eV
Kohn-Sham gap = 11.80 eV
ΔE to the lowest compared entry with this formula, charge and spin = 0.263 eV

Positions of all 8 atoms, in Å:
O1 0.048597 1.215301 -1.876131
O2 -0.119058 0.509355 3.359814
O3 -0.691124 -1.351762 2.201169
H1 0.871649 1.566348 -2.290094
C1 -0.096580 -0.062962 -1.494653
O4 -1.095381 -0.632716 -1.261949
C2 -0.386065 -0.399118 2.738370
Cl1 1.467962 -0.844445 -1.376525

Atomic forces in eV per Å
-0.873 0.630 -0.240
0.945 2.833 1.444
-0.587 -2.205 -1.693
-0.518 -1.264 0.757
1.321 0.593 -0.687
-0.442 0.413 0.101
-0.354 -0.634 0.241
0.507 -0.367 0.076

Atom charges from the Löwdin analysis, given in e for atoms 1 to 5: number 1, O, carries 0.03; number 2, O, carries 0.23; number 3, O, carries 0.23; number 4, H, carries 0.13; number 5, C, carries -0.95

C2HF2I2NO | ωB97M-V with the def2-TZVPD basis set

Computed properties:
net charge = 0
E = -27262.8810 eV
Kohn-Sham gap = 8.99 eV
ΔE to the lowest compared entry with this formula, charge and spin = 0.000 eV

Positions of all 9 atoms, in Å:
O1 0.859999 1.503810 -0.636658
C1 0.461945 -1.042131 -0.431114
I1 1.190675 -1.494128 -2.290544
N1 -0.813238 0.724939 0.709496
C2 0.154849 0.572485 -0.184472
F1 1.443334 -1.263310 0.472686
H1 -1.534083 0.025476 0.920381
I2 -1.177822 2.635793 1.426501
F2 -0.585658 -1.662934 0.013724

Atomic forces in eV per Å
-1.777 -2.948 1.025
0.996 4.113 1.303
0.044 -0.362 -1.108
-1.414 0.867 0.992
2.576 1.084 -1.892
0.520 -0.400 0.273
0.819 0.458 -0.207
0.072 -0.868 -0.337
-1.835 -1.945 -0.048

Atom charges from the Löwdin analysis, given in e for atoms 1 to 5: number 1, O, carries -0.05; number 2, C, carries -1.02; number 3, I, carries 1.04; number 4, N, carries -0.38; number 5, C, carries -0.60

C2HF2NS | ωB97M-V with the def2-TZVPD basis set

Computed properties:
net charge = 0
E = -19845.4296 eV
Kohn-Sham gap (spin up / spin down) = 7.09 / 7.00 eV
ΔE to the lowest compared entry with this formula, charge and spin = 3.696 eV

Positions of all 7 atoms, in Å:
F1 -0.056535 -1.863617 0.299412
S1 0.594676 0.138733 1.810392
F2 -1.561754 -0.268947 0.434172
H1 -0.336458 1.093932 1.551253
C1 -0.243356 -0.601483 0.585742
C2 0.584644 0.484462 -1.875743
N1 1.018782 1.016921 -2.805228

Atomic forces in eV per Å
0.074 1.471 0.083
0.011 1.012 -0.034
2.648 -0.568 -0.097
0.614 0.434 0.765
-2.824 -1.658 -2.473
-0.601 -0.801 1.987
0.078 0.111 -0.231

Atom charges from the Löwdin analysis, given in e for atoms 1 to 5: number 1, F, carries 0.13; number 2, S, carries 1.03; number 3, F, carries 0.05; number 4, H, carries -0.02; number 5, C, carries -0.76